C16H17Cl2NO3 | ωB97M-V with the def2-TZVPD basis set

Structure (XYZ):
```
39
Properties=species:S:1:pos:R:3:forces:R:3:lowdin_charge:R:1
H -2.314 -0.583 0.892 0.043 0.141 -0.033 0.13
O -3.625 2.145 0.023 0.049 0.178 -0.131 0.07
C -4.934 -1.446 0.212 0.216 0.108 -0.019 -0.41
C 5.065 1.518 0.609 -0.169 -0.180 -0.040 0.01
C 6.192 -0.881 -0.131 0.168 0.221 0.027 -0.14
H -1.212 3.473 -0.956 -0.182 0.166 -0.028 0.12
H -5.549 -0.058 -1.327 -0.056 0.113 -0.085 0.08
O 2.898 0.700 0.509 0.028 -0.025 0.218 -0.03
Cl 8.710 0.059 -0.014 0.258 -0.017 -0.018 0.68
O -0.473 0.469 0.076 -0.139 -0.281 0.161 0.09
H -4.411 -0.677 2.170 -0.039 0.067 -0.053 0.12
C -4.970 -0.974 -1.239 -0.139 -0.050 0.232 -0.07
C 6.999 0.211 0.130 -0.355 -0.091 0.012 -0.68
H 1.402 2.790 -1.235 0.223 0.084 -0.071 0.12
C -4.398 -0.335 1.129 -0.443 -0.081 -0.014 -0.16
H -5.420 -1.733 -1.875 -0.020 -0.064 -0.110 0.08
C 1.904 0.007 -0.234 -0.502 -0.132 -0.166 -0.14
H -5.957 -1.658 0.539 0.037 0.031 0.030 0.13
C -1.372 1.466 -0.131 0.193 1.099 -0.510 -0.17
H -4.568 -3.529 -0.224 0.030 -0.118 -0.061 0.08
H 7.062 2.269 0.731 0.071 0.074 0.015 0.11
N -3.062 0.083 0.786 0.120 -0.366 0.107 0.08
H 2.284 -0.249 -1.230 -0.033 0.015 0.194 0.13
H 6.629 -1.826 -0.412 0.018 -0.068 -0.020 0.10
H 1.594 -0.908 0.283 0.087 0.144 -0.167 0.11
H -3.964 -0.774 -1.602 0.105 0.020 -0.072 0.08
C -2.793 1.281 0.221 0.133 -0.284 0.158 -0.44
C 4.217 0.438 0.339 0.385 0.010 -0.073 -0.28
H -5.027 0.554 1.039 0.037 -0.114 0.110 0.12
C 6.435 1.419 0.516 -0.011 -0.116 -0.049 -0.10
H -3.101 -2.578 -0.038 0.153 -0.016 -0.062 0.07
C -4.108 -2.724 0.345 -0.283 0.180 0.052 -0.08
C -0.745 2.549 -0.689 -0.532 -0.598 0.353 0.03
H 4.598 2.445 0.901 -0.055 0.118 0.024 0.13
H -4.045 -3.037 1.386 0.045 -0.099 0.114 0.08
C 0.611 2.190 -0.834 0.120 -0.656 0.202 0.01
Cl 3.910 -2.234 -0.293 -0.023 -0.146 0.051 0.74
C 4.813 -0.776 -0.017 -0.094 0.147 0.032 -0.56
C 0.723 0.915 -0.355 0.556 0.586 -0.310 -0.22
```
Forces are in eV/Å.

Summary:
Spin multiplicity: 1
Energy: -1820.7550 a.u.
Strongest force on any atom: 1.23 eV/A
Molar mass: 342.2 g mol⁻¹
SMILES: CC(C)CNC(=O)c1ccc(COc2ccc(Cl)cc2Cl)o1
Energy relative to the best compared isomer or geometry (same formula, charge and spin): 0.204 eV
Total charge: 0

---

C33H27N6O4Pb | ωB97M-V with the def2-TZVPD basis set

Structure (XYZ):
```
71
Properties=species:S:1:pos:R:3:forces:R:3:lowdin_charge:R:1
H 4.598 -1.070 -2.813 0.006 0.004 0.002 0.13
H -0.177 3.727 4.377 0.002 0.006 0.002 0.12
C -1.284 3.320 6.145 0.003 -0.003 -0.005 -0.02
C 3.612 -0.929 -2.391 0.003 -0.067 0.034 -0.02
C -1.771 -4.805 -4.770 -0.032 0.005 -0.006 0.04
H -0.067 3.007 2.298 -0.011 0.006 0.002 0.16
C 0.526 -3.934 -4.863 -0.029 -0.072 -0.004 0.05
H 1.749 -0.398 5.227 0.017 0.021 0.004 0.12
H 1.558 -4.117 -5.129 0.005 0.018 0.003 0.15
C -1.280 -2.519 -4.154 -0.054 -0.031 0.022 -0.21
H -0.670 -0.446 5.402 0.000 0.027 0.000 0.12
H 3.876 0.043 6.410 -0.011 -0.005 0.002 0.13
N 1.096 -0.560 -1.324 0.139 0.007 -0.092 -0.07
H 0.259 1.798 -1.781 -0.046 -0.009 -0.014 0.07
C -0.575 2.956 5.025 0.020 -0.061 0.020 0.01
N 0.754 1.372 -2.556 0.145 -0.026 0.030 0.15
O 0.428 -1.223 3.543 -0.014 -0.026 0.018 0.12
C 2.853 0.152 -2.770 -0.034 0.054 -0.047 0.01
H -1.453 4.365 6.365 -0.008 -0.004 0.007 0.13
C 0.148 -6.260 -5.651 -0.102 -0.042 0.039 -0.47
C -2.210 -3.595 -4.314 -0.039 -0.009 -0.007 0.06
H 1.435 -2.265 -0.193 0.002 -0.004 -0.006 0.11
C -2.298 -0.353 -4.296 0.044 0.063 0.038 0.01
H 2.132 3.387 3.174 0.007 0.012 0.003 0.12
H -4.586 3.622 -4.285 -0.004 -0.005 -0.003 0.13
O -0.392 -7.429 -5.328 0.048 0.013 -0.024 0.18
H -1.944 0.225 7.399 0.004 -0.005 -0.003 0.13
C 0.443 1.235 3.487 0.021 -0.119 -0.005 -0.25
N 0.156 2.025 2.303 -0.028 -0.022 -0.031 0.19
C 0.224 -0.211 2.933 0.015 0.030 -0.078 -0.38
O 1.026 -6.145 -6.453 0.018 0.016 -0.005 0.21
O -0.715 1.570 0.186 0.051 -0.028 0.072 -0.16
N -0.216 -0.095 1.633 0.046 0.051 -0.002 0.04
C -3.494 1.765 -4.359 0.010 -0.023 -0.046 0.03
H -3.634 1.612 -5.421 -0.015 -0.004 0.008 0.13
H 0.798 -1.903 -4.255 -0.005 0.000 0.009 0.12
C -1.774 2.332 7.002 -0.005 -0.039 0.003 0.01
C 1.865 -1.605 -0.940 -0.117 0.039 0.059 -0.14
C -0.279 1.206 1.321 0.020 0.062 0.033 -0.59
C 3.116 -1.831 -1.442 0.071 -0.002 -0.054 -0.04
C -0.368 1.588 4.727 0.006 0.147 -0.052 -0.09
C 3.680 2.897 4.547 -0.013 0.032 -0.021 -0.01
H -3.257 -3.418 -4.104 0.012 0.003 0.006 0.14
N -2.565 0.984 -2.288 0.113 0.031 0.112 0.01
H -4.208 3.875 -1.828 0.007 0.006 0.000 0.13
C -0.402 -4.994 -5.041 0.112 0.028 -0.006 -0.03
C 2.293 0.521 5.060 0.011 -0.002 0.040 0.04
H -2.451 -0.383 -5.376 -0.010 -0.010 -0.006 0.16
H -2.482 -5.602 -4.948 0.005 -0.001 -0.003 0.14
C -3.067 2.060 -1.697 -0.063 0.020 -0.074 -0.11
C -4.024 2.886 -3.726 -0.013 0.027 0.012 0.00
C -0.842 0.600 5.613 -0.002 -0.043 0.006 0.02
H 5.099 2.146 5.988 -0.008 0.019 0.004 0.13
H -2.324 2.614 7.889 0.005 0.012 -0.001 0.13
Pb -1.153 -0.633 -0.570 -0.234 -0.084 -0.025 1.48
C 1.584 0.328 -2.206 -0.108 -0.003 0.019 -0.38
H -1.007 -7.391 -4.584 -0.005 0.008 0.002 0.13
H -2.862 2.174 -0.641 -0.015 -0.007 0.008 0.10
C 4.170 1.952 5.469 0.040 -0.039 0.013 0.02
H 3.695 -2.678 -1.106 0.009 0.004 -0.001 0.12
C -3.814 3.029 -2.372 0.025 -0.033 0.025 0.01
H 1.183 2.062 -3.156 -0.021 0.020 0.002 0.12
H 3.231 0.881 -3.474 -0.003 -0.002 -0.006 0.13
C 0.110 -2.727 -4.397 0.041 0.045 0.013 0.05
C 1.787 1.471 4.128 0.007 0.019 -0.022 -0.08
C 2.500 2.668 3.893 -0.046 0.019 0.015 0.00
C -2.789 0.842 -3.608 -0.029 0.001 0.002 -0.26
H 4.242 3.802 4.358 0.005 -0.008 -0.004 0.13
N -1.718 -1.325 -3.729 0.062 -0.046 -0.072 0.15
C -1.553 0.978 6.728 -0.020 0.037 0.030 -0.01
C 3.480 0.766 5.711 -0.011 -0.029 0.003 -0.01
```
Forces are in eV/Å.

Summary:
Spin multiplicity: 1
Energy: -2095.1820 a.u.
Strongest force on any atom: 0.25 eV/A
Molar mass: 778.8 g mol⁻¹
Energy relative to the best compared isomer or geometry (same formula, charge and spin): 0.240 eV
Total charge: +3

---

C6H13N2O | ωB97M-V with the def2-TZVPD basis set

Structure (XYZ):
```
22
Properties=species:S:1:pos:R:3:forces:R:3:lowdin_charge:R:1
H 2.120 2.241 -0.684 1.105 0.804 -0.638 0.11
N -2.221 0.286 -0.343 0.928 -2.308 0.400 -0.06
C 2.248 0.371 0.507 -0.489 -1.142 -4.417 -0.09
O 0.738 0.944 -1.391 0.132 1.912 0.488 0.13
N 0.356 -1.021 -0.185 -1.539 1.019 -1.127 0.02
C 1.374 -0.917 0.739 1.572 1.962 4.501 -0.14
C 1.518 1.526 -0.219 -1.915 -1.192 2.477 -0.03
C -2.668 0.404 1.090 1.220 1.473 0.866 -0.15
H -2.395 1.486 1.507 -0.924 -2.085 -1.272 0.12
H -0.692 -2.298 -1.641 -0.118 1.224 0.111 0.14
C 0.154 -0.127 -1.128 -0.783 -2.263 1.307 -0.29
H 2.792 -0.009 -0.381 1.126 0.332 0.779 0.13
H -2.822 0.956 -0.763 -0.408 0.265 -1.237 0.06
H -2.384 -0.708 -0.769 -0.192 2.613 1.259 0.12
H 2.023 -1.779 0.812 -0.053 -0.272 -0.228 0.14
H 2.897 0.755 1.262 0.245 -0.197 0.699 0.12
H 0.916 -0.768 1.759 0.171 -0.630 -0.878 0.15
C 0.105 -1.537 -1.526 0.397 -1.269 -1.323 0.09
H -3.740 0.224 1.068 -0.068 0.171 0.746 0.07
H 0.879 2.035 0.559 -0.184 -0.374 -1.437 0.15
H 0.965 -1.834 -2.131 0.111 0.036 0.058 0.13
H -2.163 -0.231 1.858 -0.335 -0.078 -1.133 0.07
```
Forces are in eV/Å.

Summary:
Spin multiplicity: 1
Energy: -420.7733 a.u.
Strongest force on any atom: 5.16 eV/A
Molar mass: 129.2 g mol⁻¹
Energy relative to the best compared isomer or geometry (same formula, charge and spin): 4.890 eV
Total charge: +1